No. 1
The following is a DFT calculation (ωB97M-V/def2-TZVPD) of a cluster of 2 separate species, C4H10NO2 in total at a distorted geometry.

Positions of all 17 atoms, in Å:
H  -0.641  2.103  -0.516
C  0.440  0.275  -1.005
H  0.790  0.716  1.582
O  -0.483  -1.080  2.409
H  -1.280  0.357  1.277
C  -0.382  -0.225  1.390
O  -1.914  0.501  -1.015
H  1.804  -1.903  -0.313
H  -0.432  -2.018  2.186
H  1.415  0.794  -1.116
H  2.356  -1.035  0.894
H  -0.704  1.639  -2.184
C  0.478  -0.474  0.287
H  0.456  -0.478  -1.814
C  -0.730  1.250  -1.166
N  1.491  -1.393  0.500
H  -2.663  0.970  -1.395

Calculated values
E_tot = -9885.5031 eV
Frontier orbital gap = 9.3 eV
ΔE to the lowest compared entry with this formula, charge and spin = 94.2 kcal per mole
E_LUMO = -5.460 eV
Charge = +1
Spin multiplicity = 1

natural (NBO) population analysis, charges in e, atoms 1 to 4: 0.18 -0.52 0.28 -0.65



No. 2
The following is a DFT calculation (ωB97M-V/def2-TZVPD) of a cluster of 2 separate species, C4H5N2P in total at a distorted geometry.

Positions of all 12 atoms, in Å:
H  0.818  -0.006  2.070
N  0.502  -0.617  0.210
H  3.572  -0.357  1.337
H  -1.661  -1.333  -1.718
H  -3.397  -1.839  -0.848
C  -2.380  -1.330  -0.803
C  2.663  -0.370  0.792
N  2.647  -0.707  -0.605
P  -1.881  -0.812  0.657
H  1.051  -1.043  -1.918
C  1.348  -0.260  1.191
C  1.377  -0.894  -0.908

Calculated values
E_tot = -16494.2538 eV
Frontier orbital gap = 6.4 eV
ΔE to the lowest compared entry with this formula, charge and spin = 62.1 kcal per mole
E_LUMO = -1.604 eV
Spin multiplicity = 1

natural (NBO) population analysis, charges in e, atoms 1 to 4: 0.20 -0.55 0.21 0.29



No. 3
The following is a DFT calculation (ωB97M-V/def2-TZVPD) of the molecule C12H10ClN3O3 at a distorted geometry.

Positions of all 29 atoms, in Å:
C  1.943  1.616  -0.083
H  2.280  0.136  -1.520
O  -0.784  -0.535  4.425
C  -1.107  -1.271  -2.384
C  0.832  -1.753  1.657
N  -1.497  -1.406  0.399
C  -0.203  -1.110  2.309
H  1.342  3.148  1.286
H  -1.722  1.518  -1.257
H  -1.345  -1.843  -3.300
H  -1.045  3.093  0.534
C  -0.179  -0.122  -2.745
H  -0.652  0.510  -3.558
H  1.781  -1.897  2.166
H  -2.073  -0.919  -1.946
C  -0.304  2.431  0.074
O  -0.426  -2.200  -1.526
C  1.023  2.484  0.502
N  0.081  -0.540  3.568
H  2.958  1.531  0.318
C  -1.422  -0.972  1.641
N  0.746  -2.208  0.428
C  1.548  0.761  -1.112
C  0.214  0.723  -1.578
O  1.255  -0.144  3.769
C  -0.380  -1.885  -0.186
H  0.702  -0.560  -3.155
Cl  -2.871  -0.163  2.241
C  -0.694  1.574  -0.965

Calculated values
E_tot = -35738.2965 eV
Frontier orbital gap = 8.5 eV
Structure (SMILES) = O=[N+]([O-])c1cnc(OCCc2ccccc2)nc1Cl
ΔE to the lowest compared entry with this formula, charge and spin = 0.0 kcal per mole
E_LUMO = -0.842 eV
Spin multiplicity = 1

natural (NBO) population analysis, charges in e, atoms 1 to 4: -0.19 0.21 -0.34 -0.07



No. 4
The following is a DFT calculation (ωB97M-V/def2-TZVPD) of a structure of composition C22H35IrNO2P2S2 at a distorted geometry.

Positions of all 65 atoms, in Å:
H  -0.170  -0.497  -2.574
H  1.019  1.810  -0.989
C  0.160  0.657  3.006
H  -0.177  3.088  -1.499
S  1.156  0.809  1.545
H  -1.664  0.607  -0.975
C  1.368  0.750  -4.547
C  1.845  -0.764  -4.277
C  0.473  0.652  4.441
C  -0.978  -3.784  -0.949
H  1.883  3.899  0.623
C  1.052  -1.632  -3.342
H  -1.904  -3.195  -1.122
H  2.655  0.864  4.623
H  -1.696  -0.144  6.979
C  0.498  0.134  7.246
H  0.869  0.784  -5.536
H  -1.858  3.696  1.720
H  -1.728  1.102  -4.886
H  1.372  2.093  -2.977
C  -0.724  0.109  6.547
H  0.518  4.682  1.556
H  -2.669  0.434  -3.553
H  1.455  -2.643  -3.228
C  -0.036  2.127  -1.000
Ir  0.784  -0.489  -1.242
H  -1.263  -4.628  -0.314
C  2.012  -3.311  -0.437
P  0.297  -2.644  -0.309
H  0.467  -0.083  8.306
C  1.695  0.396  6.543
P  -0.065  2.569  0.649
H  -0.972  -2.180  -2.697
C  -0.795  0.965  -1.547
S  -2.095  0.367  4.030
H  -0.702  -3.691  1.838
H  2.346  -3.225  -1.487
C  -0.123  -2.734  1.471
C  -1.851  2.802  1.060
H  0.731  -2.599  2.126
O  -3.050  1.407  4.353
N  -1.145  0.669  2.849
H  2.684  -2.709  0.190
H  -0.692  -0.910  -5.361
H  -1.149  2.407  -3.296
C  -0.699  0.396  5.176
C  1.708  0.636  5.141
H  1.944  -1.273  -5.261
C  -1.657  0.498  -3.984
H  2.084  -4.353  -0.090
C  0.667  1.362  -3.415
H  -2.227  1.934  1.650
H  -2.134  -1.505  -4.569
H  2.330  1.268  -4.737
C  0.813  4.096  0.677
H  -2.351  2.890  0.068
O  -2.562  -0.997  4.015
C  -1.211  -0.931  -4.403
H  -0.633  -4.164  -1.938
H  -0.745  -1.886  1.591
H  2.626  0.380  7.118
C  -0.379  -1.576  -3.359
C  -0.782  1.364  -3.095
H  0.507  4.577  -0.276
H  2.869  -0.737  -3.864

Calculated values
E_tot = -72027.2688 eV
Frontier orbital gap (alpha / beta) = 5.7 / 5.4 eV
Expectation value of S² = 8.796
ΔE to the lowest compared entry with this formula, charge and spin = 73.4 kcal per mole
E_LUMO (alpha / beta) = -6.463 / -9.441 eV
Charge = +2
Spin multiplicity = 6

Mulliken population analysis, charges in e, atoms 1 to 4: -0.76 0.58 0.45 0.34



No. 5
The following is a DFT calculation (ωB97M-V/def2-TZVPD) of a cluster of 2 separate species, C3H3N2 in total at a distorted geometry.

Positions of all 8 atoms, in Å:
N  -3.479  1.842  -2.231
C  -2.581  1.500  -1.641
C  -0.005  -0.092  -0.640
H  0.323  0.537  -1.344
H  1.041  -0.033  2.744
H  -0.772  -0.701  -1.075
N  0.211  0.056  0.666
C  0.440  0.090  1.841

Calculated values
E_tot = -6124.3087 eV
Frontier orbital gap (alpha / beta) = 9.1 / 8.0 eV
ΔE to the lowest compared entry with this formula, charge and spin = 121.5 kcal per mole
E_LUMO (alpha / beta) = -7.909 / -8.111 eV
Charge = +1
Spin multiplicity = 1

natural (NBO) population analysis, charges in e, atoms 1 to 4: -0.32 0.32 0.02 0.23



No. 6
The following is a DFT calculation (ωB97M-V/def2-TZVPD) of the molecule C4H7NO2 at a distorted geometry.

Positions of all 14 atoms, in Å:
H  -1.266  0.718  1.383
H  0.421  -1.028  2.076
C  -1.003  -0.825  -0.975
H  0.098  2.073  -1.680
C  -0.266  0.802  0.762
O  1.946  0.000  1.323
N  -0.513  0.403  -0.636
O  -1.483  -1.672  -0.218
H  1.463  1.204  -0.968
H  0.100  1.853  0.910
C  0.474  1.132  -1.521
H  -1.321  -0.804  -2.033
C  0.757  -0.137  1.470
H  0.620  0.713  -2.501

Calculated values
E_tot = -9845.2231 eV
Frontier orbital gap = 10.3 eV
Structure (SMILES) = CN(C=O)CC=O
ΔE to the lowest compared entry with this formula, charge and spin = 47.4 kcal per mole
E_LUMO = 0.838 eV
Spin multiplicity = 1

natural (NBO) population analysis, charges in e, atoms 1 to 4: 0.23 0.14 0.52 0.20



No. 7
The following is a DFT calculation (ωB97M-V/def2-TZVPD) of a cluster of 2 separate species, H2IOP in total.

Positions of all 5 atoms, in Å:
P  1.087  2.280  0.337
H  -0.484  -0.987  -0.025
O  0.032  -1.795  -0.058
H  0.148  -2.107  0.841
I  -0.784  2.609  -1.095

Calculated values
E_tot = -19467.5187 eV
Frontier orbital gap (alpha / beta) = 6.8 / 6.7 eV
ΔE to the lowest compared entry with this formula, charge and spin = 49.7 kcal per mole
E_LUMO (alpha / beta) = -1.707 / -1.756 eV
Spin multiplicity = 1

natural (NBO) population analysis, charges in e, atoms 1 to 4: 0.07 0.47 -0.94 0.47



No. 8
The following is a DFT calculation (ωB97M-V/def2-TZVPD) of a cluster of 2 separate species, C4H8N2O in total.

Positions of all 15 atoms, in Å:
H  -0.534  -0.999  1.693
H  1.519  0.958  2.016
C  -0.478  0.074  1.940
H  0.420  -1.451  -0.450
H  -1.441  0.605  1.883
C  -0.097  0.465  -0.101
C  -0.411  -0.720  -2.184
H  -1.261  -0.079  -2.439
O  0.414  0.495  2.735
N  1.997  1.289  1.018
H  -0.617  -1.722  -2.572
H  -0.846  1.212  -0.365
H  0.484  -0.316  -2.683
C  1.140  0.974  0.244
N  -0.289  -0.784  -0.734

Calculated values
E_tot = -9302.2985 eV
Frontier orbital gap = 9.8 eV
Structure (SMILES) = CNC=C=N.C=O
ΔE to the lowest compared entry with this formula, charge and spin = 94.4 kcal per mole
E_LUMO = 0.752 eV
Spin multiplicity = 1

natural (NBO) population analysis, charges in e, atoms 1 to 4: 0.14 0.42 0.15 0.37